DFT (ωB97M-V/def2-TZVPD) results for C19H25MoN5O5S as an isolated structure.

As for the multiplicity: 3. The value obtained for the HOMO energy (alpha / beta) is -14.21 / -14.47 eV. For the molar mass, the calculation gives 531.446 u. For the energy relative to the best compared isomer or geometry (same formula, charge and spin), the calculation gives 0.592 eV. The total charge is +2. The energy is -50470.3323 eV. The value obtained for the LUMO energy (alpha / beta) is -7.740 / -7.586 eV.

```
56
Properties=species:S:1:pos:R:3:lowdin_spin:R:1
Mo -0.21 1.61 -0.15 1.72
C -2.37 -1.96 -1.77 0.00
O -1.92 -1.20 -0.66 0.01
C -2.92 -1.02 0.31 0.00
C -2.28 -0.43 1.54 0.00
O -1.74 0.91 1.35 0.02
C -2.69 1.99 1.54 0.00
C -1.88 3.20 1.92 0.00
O -0.86 3.44 0.91 0.04
C -1.06 4.66 0.14 0.01
H -3.31 -1.57 -2.16 0.00
H -2.50 -3.01 -1.49 0.00
H -1.61 -1.87 -2.54 0.00
H -3.36 -1.98 0.61 0.00
H -3.74 -0.39 -0.07 0.00
H -1.43 -1.04 1.84 0.00
H -2.99 -0.37 2.36 0.00
H -3.36 1.73 2.35 0.00
H -3.26 2.14 0.62 0.00
H -1.36 3.03 2.86 0.00
H -2.51 4.08 2.01 0.00
H -1.18 5.49 0.83 0.00
H -1.93 4.55 -0.50 0.00
H -0.17 4.80 -0.46 0.00
N 1.46 1.35 -3.99 -0.01
C 1.23 1.10 -2.71 0.01
S 1.40 2.50 -1.58 -0.02
N 0.90 -0.09 -2.29 0.02
N 0.75 -0.06 -0.92 -0.02
C 1.35 -0.92 -0.16 0.06
C 2.04 -2.12 -0.64 0.01
C 1.43 -2.95 -1.57 0.01
C 2.08 -4.09 -2.02 0.00
C 3.36 -4.39 -1.56 0.01
C 3.98 -3.55 -0.65 0.00
C 3.33 -2.42 -0.18 0.01
C 1.39 -0.51 1.26 0.00
C 1.82 -1.31 2.30 0.01
C 1.97 -0.75 3.56 0.00
C 1.67 0.58 3.76 0.01
C 1.18 1.31 2.70 0.01
N 1.02 0.78 1.48 0.01
H 1.79 2.26 -4.30 0.00
H 1.45 0.59 -4.66 0.00
H 0.44 -2.72 -1.93 0.00
H 1.59 -4.75 -2.73 0.00
H 3.87 -5.27 -1.92 0.00
H 4.98 -3.77 -0.30 0.00
H 3.83 -1.76 0.52 0.00
H 2.06 -2.35 2.11 0.00
H 2.32 -1.37 4.39 0.00
H 1.81 1.05 4.73 0.00
H 0.90 2.35 2.81 0.00
O -2.85 1.66 -3.15 0.03
N -2.31 0.98 -2.44 0.04
O -1.65 1.84 -1.31 0.02
```